DFT (the ωB97M-V functional and the def2-TZVPD basis) results for a 5-piece molecular cluster, C31H47FN3O10 overall in a non-equilibrium geometry.

Geometry as ORCA input:
```
! wB97M-V def2-TZVPD RIJCOSX def2/J DEFGRID3
* xyz 1 1
C 3.8863 -3.8280 3.9244
C 3.3528 -2.7921 2.8777
C 2.0483 -3.3770 2.2733
C 1.1273 -2.3455 1.5578
C 1.8656 -1.3354 0.6374
C 2.3379 -0.0281 1.3212
C 1.2887 1.1103 1.3623
C -0.0522 0.7455 2.0709
C -1.0440 0.2385 0.9849
C -2.4516 -0.0536 1.4835
C -2.6095 -1.1913 2.3450
C -3.9006 -1.4923 2.7691
C -4.9382 -0.6715 2.3124
C -6.4073 -0.8770 2.6655
O -7.1735 0.0156 2.4189
N -6.8892 -2.1041 3.2667
C -7.4084 -3.0842 2.3595
O -8.1608 -3.9370 2.7071
F -7.0521 -3.0119 1.0573
N -4.6206 0.3391 1.5420
N -3.4594 0.6968 1.0914
H 4.6558 -3.3115 4.5162
H 4.2491 -4.7480 3.4561
H 3.0481 -4.0100 4.6149
H 3.1193 -1.8919 3.4611
H 4.0691 -2.6165 2.0657
H 2.2320 -4.2560 1.6342
H 1.4708 -3.7707 3.1312
H 0.4770 -1.8862 2.3176
H 0.4569 -2.9356 0.8988
H 2.7435 -1.8612 0.2348
H 1.2731 -1.0532 -0.2475
H 3.1753 0.3507 0.7153
H 2.7330 -0.1594 2.3373
H 1.7134 1.9738 1.8946
H 1.0537 1.4627 0.3451
H -0.4362 1.6932 2.4861
H 0.0664 0.0652 2.9254
H -1.1330 1.0466 0.2411
H -0.7010 -0.6561 0.4469
H -1.7512 -1.7957 2.6332
H -4.1058 -2.3523 3.4041
H -7.7223 -1.8173 3.7848
H -5.4132 0.9261 1.2617
O -0.6585 3.9844 0.9999
C -1.6868 4.5804 0.8610
O -1.9690 5.7603 1.4566
C -3.3301 6.1333 1.1669
C -3.6947 5.3706 -0.0987
C -2.8623 4.1048 0.0518
H -3.9533 5.8475 2.0179
H -3.3917 7.2108 1.0334
H -4.7640 5.1931 -0.2009
H -3.3628 5.9233 -0.9788
H -3.3799 3.3350 0.6261
H -2.5434 3.7144 -0.9115
O 3.4327 -0.2804 -1.5753
C 4.4319 -0.9074 -1.8036
O 5.4237 -1.0774 -0.9040
C 6.5235 -1.7800 -1.5162
C 5.9149 -2.5148 -2.6958
C 4.7890 -1.5770 -3.1129
H 7.2721 -1.0513 -1.8233
H 6.9688 -2.4595 -0.7915
H 6.6311 -2.7250 -3.4877
H 5.4936 -3.4660 -2.3614
H 5.1296 -0.8188 -3.8152
H 3.9386 -2.1201 -3.5190
O 7.5399 0.1817 -4.0550
C 7.0054 1.1643 -3.6279
O 6.1755 1.1477 -2.5539
C 5.6074 2.4566 -2.3586
C 6.5664 3.4124 -3.0479
C 7.0976 2.5629 -4.1963
H 4.6103 2.4714 -2.8039
H 5.5192 2.6578 -1.2932
H 6.0936 4.3398 -3.3662
H 7.3850 3.6676 -2.3723
H 6.4613 2.6273 -5.0806
H 8.1246 2.8130 -4.4481
O -5.1392 1.4189 -3.1188
C -5.5894 0.3199 -2.9942
O -5.6052 -0.6072 -3.9830
C -6.3019 -1.7875 -3.5372
C -6.2384 -1.7264 -2.0202
C -6.2525 -0.2432 -1.7519
H -7.3270 -1.7492 -3.9112
H -5.8157 -2.6734 -3.9388
H -7.0501 -2.2630 -1.5314
H -5.2938 -2.1508 -1.6707
H -7.2637 0.1612 -1.6790
H -5.6756 0.0048 -0.8646
*
```

HOMO energy = -11.55 eV
Frontier orbital gap = 0.21942 hartree
Relative energy (zero: lowest compared OMol25 entry of this formula, charge and spin) = 0.982 eV
Lowest unoccupied orbital energy = -5.6 eV

Atomic partial charges in e from the Löwdin method, atoms 1 to 5: -0.108 -0.250 -0.218 -0.213 -0.199